68
Properties=species:S:1:pos:R:3:forces:R:3 method="wB97M-V/def2-TZVPD" spin_multiplicity=1 lumo_energy_ev=-0.6 largest_force_ev_per_a=1.20 e_tot_ev=-96504.3574
Sc -1.736 0.607 -0.485 0.3752 0.9337 0.6565
N -3.025 4.096 0.053 0.1737 -0.2222 -0.0485
C -1.683 3.863 0.168 -0.3287 -0.0303 0.0599
N -0.841 4.841 0.403 0.6591 -0.0882 0.0885
N 0.362 4.222 0.503 -0.3098 0.2040 0.0132
N 0.235 2.968 0.342 -0.3792 -0.0357 -0.1218
N -1.087 2.656 0.104 0.2954 0.1691 -0.0013
C -3.929 3.100 -0.170 0.2151 0.3866 0.1421
N -5.217 3.326 -0.352 -0.2452 -0.4613 -0.1247
N -5.726 2.095 -0.572 0.1050 0.1966 0.0383
N -4.802 1.217 -0.498 -0.0015 0.2179 0.0972
N -3.604 1.813 -0.225 -0.3870 -0.2282 -0.2229
H -3.344 5.049 0.074 -0.0113 0.0017 0.0178
C 1.220 -2.090 -0.688 0.0335 0.0393 -0.0185
C 2.214 -0.977 -0.335 -0.1314 -0.0467 -0.0687
P 1.385 0.669 -0.079 -0.1353 -0.0782 -0.1153
C 1.303 1.321 -1.788 0.0099 -0.0361 -0.0077
C 1.845 2.544 -2.178 0.0209 0.0981 0.0345
C 1.620 3.035 -3.454 -0.0343 -0.0187 -0.0076
C 0.830 2.331 -4.359 0.0366 0.0452 0.0549
C 0.266 1.127 -3.979 0.0147 0.0079 0.0353
C 0.512 0.625 -2.705 -0.0605 -0.0446 -0.0735
C 2.748 1.519 0.769 -0.0297 0.0777 0.0627
C 2.539 2.035 2.046 0.0416 -0.0219 0.0482
C 3.591 2.594 2.757 0.0168 -0.0131 -0.0724
C 4.858 2.657 2.190 -0.0493 -0.0195 -0.0387
C 5.070 2.157 0.911 -0.0234 0.0111 0.0298
C 4.019 1.586 0.207 0.0858 -0.0219 -0.0115
P -0.463 -1.787 -0.026 -0.1365 -0.2930 -0.0423
C -1.297 -3.338 -0.492 0.0780 -0.0414 -0.0659
C -1.727 -3.470 -1.813 0.0231 -0.0470 -0.0159
C -2.320 -4.646 -2.250 0.0166 0.0359 0.0540
C -2.495 -5.703 -1.365 0.0194 0.0334 0.0085
C -2.071 -5.579 -0.050 -0.0069 0.0302 -0.0226
C -1.470 -4.404 0.385 -0.0926 -0.0163 0.0932
C -0.274 -1.835 1.783 -0.0034 -0.1003 0.0253
C -1.253 -1.237 2.578 -0.0563 0.0268 0.0704
C -1.123 -1.212 3.959 0.0684 -0.0522 -0.0235
C -0.016 -1.794 4.562 -0.0213 0.0090 0.0019
C 0.955 -2.406 3.782 -0.0144 0.0167 -0.0356
C 0.825 -2.427 2.400 0.0532 0.0510 0.0366
H 1.552 -3.072 -0.349 0.1006 -0.0224 -0.0087
H 1.088 -2.176 -1.767 0.0004 -0.0012 -0.0492
H 3.001 -0.901 -1.085 0.0354 -0.0588 -0.0271
H 2.695 -1.203 0.616 0.0081 0.0270 0.0571
H 2.409 3.134 -1.466 0.0003 -0.0392 -0.0309
H 2.042 3.991 -3.737 0.0070 -0.0098 0.0028
H 0.644 2.732 -5.347 0.0080 0.0044 0.0145
H -0.376 0.580 -4.657 0.0105 -0.0102 0.0162
H 0.071 -0.332 -2.446 -0.0052 -0.0441 0.0352
H 1.546 2.012 2.477 0.0142 -0.0117 -0.0222
H 3.418 2.993 3.749 0.0035 -0.0049 -0.0216
H 5.677 3.104 2.738 -0.0091 -0.0093 -0.0040
H 6.053 2.211 0.461 -0.0093 0.0056 0.0082
H 4.196 1.197 -0.790 -0.0101 0.0119 0.0136
H -1.600 -2.648 -2.510 -0.0112 0.0262 -0.0086
H -2.651 -4.735 -3.278 0.0114 0.0085 0.0266
H -2.964 -6.619 -1.701 0.0097 0.0223 0.0093
H -2.210 -6.398 0.644 0.0081 0.0135 -0.0050
H -1.154 -4.316 1.418 0.0126 0.0040 -0.0364
H -2.147 -0.816 2.134 0.0060 0.0083 -0.0587
H -1.888 -0.741 4.561 -0.0044 -0.0027 0.0002
H 0.088 -1.773 5.640 0.0041 0.0015 -0.0224
H 1.817 -2.865 4.248 -0.0058 -0.0026 -0.0081
H 1.595 -2.905 1.806 -0.0128 -0.0114 0.0180
O -3.242 -0.848 0.078 -0.1241 0.0578 -0.3009
S -3.776 -0.745 -1.362 0.1589 -0.3368 0.2240
N -2.782 -0.008 -2.189 -0.0906 -0.3012 -0.3520